{"formula": "C24H78N8O15", "method": "ωB97M-V/def2-TZVPD", "elements": ["O", "C", "H", "H", "H", "H", "O", "H", "C", "N", "H", "O", "H", "H", "H", "O", "H", "N", "N", "O", "H", "H", "H", "H", "C", "H", "C", "H", "O", "H", "N", "H", "H", "H", "C", "O", "C", "C", "O", "H", "H", "N", "H", "H", "H", "H", "H", "H", "H", "H", "H", "C", "O", "O", "N", "H", "C", "H", "H", "H", "H", "H", "C", "H", "H", "H", "H", "H", "C", "H", "H", "C", "C", "H", "C", "C", "O", "H", "H", "H", "H", "C", "H", "H", "C", "N", "O", "H", "H", "H", "H", "N", "H", "H", "H", "C", "H", "H", "H", "H", "C", "C", "O", "H", "H", "C", "H", "H", "H", "H", "H", "O", "H", "H", "H", "H", "H", "H", "C", "H", "C", "H", "H", "O", "C"], "coordinates": [[-2.79160, -2.60226, 1.71172], [-2.65209, 2.73090, -1.69043], [-3.62184, 1.04052, 0.97203], [-3.10312, 1.16101, 2.93403], [-2.18671, 3.69012, -1.78651], [2.50986, -2.29866, -1.43920], [-1.01959, 2.99332, -4.74664], [-1.99731, 6.20331, 2.12276], [-0.46554, -2.71215, -2.65437], [2.49061, 2.24252, -1.34837], [2.93774, -2.64797, 0.45426], [-0.09501, -3.76786, 2.81174], [-0.52047, 2.27727, -5.13030], [-1.94591, 2.10997, -2.21223], [-0.68121, 0.52312, -3.19977], [1.67763, -4.14325, 0.16756], [1.57830, -6.15257, 0.32591], [-5.86683, -0.29468, 3.22843], [-1.62100, -5.07145, 1.86342], [4.37470, -2.24294, -2.43599], [-0.24116, 5.39144, -5.36796], [1.57174, 0.56774, -4.96745], [4.53318, -0.71131, 1.72759], [-3.58120, 2.63073, -2.15024], [2.96057, -2.20600, -2.44253], [0.77966, -0.01278, -2.63392], [3.46316, -5.43553, -0.58459], [0.88466, 3.64274, -4.17587], [-3.52924, 1.15154, 0.01540], [1.03275, -6.01381, 3.38959], [2.92478, 4.08616, -2.35384], [2.07817, 0.74307, 3.69058], [4.39047, 0.81948, 0.17223], [-1.99313, -5.93666, 1.47737], [-0.50989, 5.28509, -4.40756], [0.57097, 0.45392, -4.83465], [3.73681, -0.97269, 1.05024], [2.06445, 3.50077, -1.58190], [-0.85992, 4.86145, 0.71250], [-1.72495, -3.23757, -4.43690], [2.90081, -0.67126, 1.63399], [-4.05699, 0.85206, 2.77780], [-0.69349, -1.98174, 3.08520], [0.72031, 6.01681, 1.31746], [0.34062, 0.99454, 5.38260], [4.97838, -0.52484, -0.61794], [3.37138, -0.13924, -0.91475], [2.59301, 4.17483, 2.60673], [3.16380, 1.78863, -1.98780], [-1.16657, 0.10630, 1.00439], [-1.35514, 0.59886, 5.23461], [0.34613, 0.62848, -3.40487], [0.16063, 1.19614, -0.19127], [1.23498, -0.74413, 3.76816], [-0.02211, -6.06804, 3.03387], [1.04979, -1.42098, -0.18222], [-3.51958, -3.40516, -0.43548], [1.96949, 1.66085, -0.72759], [-1.95210, 2.57675, 0.25154], [-2.16623, -4.16758, 1.70392], [-4.50742, -1.97465, 0.75601], [3.89531, 3.13420, 1.81129], [-0.54574, 0.07129, 0.11677], [-0.78437, 7.47583, 2.09338], [-3.97580, -4.40452, -0.04605], [-0.12066, -2.04781, 0.93533], [1.36485, -5.52701, -1.32550], [0.57241, 1.62278, -3.19273], [-1.58906, -2.51907, -3.62412], [-0.26395, 4.51068, 0.04353], [4.64522, -1.60906, -1.74439], [-3.50272, -2.27501, 0.56883], [2.81604, 3.40293, 1.93197], [2.58425, 4.97738, -2.77194], [-0.08057, 5.48053, 1.73725], [-4.59251, -0.28108, 3.21467], [-0.47827, -3.90904, -1.92265], [0.44307, -2.76242, -3.16955], [-4.15193, -3.12643, -1.27480], [-3.52510, 3.24638, 0.11659], [-2.97647, -1.39034, 0.26755], [1.92726, -5.42260, -0.42415], [-1.97260, -1.15532, 3.89476], [-2.55591, -2.42962, -3.02433], [4.12416, -0.16557, -0.13558], [-0.39274, 0.55299, 4.80338], [-3.82611, -1.33208, 3.71057], [4.02912, -5.13548, 0.26253], [2.38344, 3.63567, 0.95730], [0.10876, -3.82463, -1.14936], [3.66336, -4.78302, -1.43447], [-1.05581, -1.19052, 3.59277], [-0.37949, 3.49249, -3.01339], [-1.57942, 5.54390, -4.20228], [2.55416, -3.15281, -2.77617], [-0.95543, 6.44710, 2.39598], [0.10115, 6.00356, -3.81182], [-6.33705, -1.17081, 3.59823], [3.93499, 4.01734, -2.07345], [-1.18983, -0.33040, -0.71770], [-2.89060, 2.43835, -0.23647], [-0.60523, -4.98854, 2.61582], [0.96154, 4.20148, -1.13057], [0.87851, -0.86111, 1.39712], [1.88850, -4.31337, 1.03999], [2.09597, 2.13568, 2.31051], [-2.88762, -1.84526, 2.27986], [-0.89029, 6.52494, 3.52167], [1.84913, 1.44653, 1.49683], [-0.20308, -7.03344, 2.67449], [2.58387, -1.50278, -3.12626], [2.68798, 1.49884, 3.42829], [-6.48381, 0.51699, 2.92879], [-1.45214, -1.53509, -4.12648], [-4.65470, 1.61766, 2.36983], [1.06066, 2.41863, 2.54551], [3.90583, -6.42036, -0.88866], [-0.36809, 1.87702, -0.59009], [-0.19940, 3.86586, -4.00418], [-2.56478, -3.76561, -0.76244], [0.34932, -1.11713, 0.53523], [-0.25962, -1.88750, -1.98828], [0.26883, 4.66216, 2.28764], [3.76308, -2.31958, 0.83156], [-0.09215, -0.42749, 4.03157]], "fmax_ev_per_a": 8.03, "e_lumo_ev": -0.192, "e_homo_ev": -8.69, "homo_lumo_gap_ev": 8.50}